# 1
{"formula": "C2H8N2", "method": "wB97M-V/def2-TZVPD", "charge": -1, "orbital_gap_ev": [3.0, 9.4], "relative_energy_kj_mol": 76.8, "multiplicity": 2, "energy_ha": -190.41632, "symbols": ["C", "N", "C", "N", "H", "H", "H", "H", "H", "H", "H", "H"], "xyz": [[-1.116, -1.230, -0.387], [-0.713, 0.160, -0.272], [0.669, 0.301, 0.243], [1.089, 1.573, 0.647], [-2.164, -1.303, -0.068], [-1.054, -1.681, -1.387], [-0.535, -1.904, 0.242], [-0.672, 0.593, -1.190], [1.329, -0.121, -0.550], [0.799, -0.466, 1.017], [1.669, 2.235, 0.172], [0.700, 1.843, 1.533]], "forces_ev_per_a": [[-0.7, -0.2, -0.1], [0.4, 0.6, 0.3], [0.8, -1.7, -1.4], [-0.7, 0.3, 1.1], [0.0, -0.3, 0.0], [0.1, 0.3, -0.1], [0.1, 0.2, 0.2], [-0.3, 0.0, -0.1], [0.1, 0.4, 0.4], [-0.2, 0.4, 0.2], [0.0, -0.4, -0.5], [0.2, 0.4, 0.0]], "lowdin_charge": [-0.3452, -0.1494, -0.7066, -0.0506, 0.0431, 0.0330, 0.0364, 0.0367, 0.0337, 0.0562, -0.0081, 0.0209]}

---

# 2
{"formula": "C15H26N4OS", "method": "wB97M-V/def2-TZVPD", "charge": 0, "orbital_gap_ev": 8.9, "relative_energy_kj_mol": 1716.2, "energy_ha": -1279.00619, "symbols": ["C", "C", "H", "C", "N", "C", "N", "N", "C", "C", "C", "H", "H", "H", "C", "H", "H", "H", "H", "S", "C", "H", "H", "C", "O", "N", "C", "H", "C", "C", "C", "C", "H", "H", "H", "H", "H", "H", "H", "H", "H", "H", "H", "H", "H", "H", "H"], "xyz": [[-2.238, -0.326, -2.815], [-1.903, -1.605, -2.094], [-0.831, -1.603, -1.912], [-2.763, -1.621, -0.787], [-2.256, -0.780, -0.011], [-1.165, -0.800, 0.880], [-0.922, 0.265, 1.630], [-1.846, 1.278, 1.076], [-2.740, 0.703, 0.317], [-3.929, 1.241, -0.057], [-5.125, 1.162, 0.989], [-4.910, 1.479, 1.837], [-5.167, -0.295, 0.971], [-5.993, 1.475, 0.685], [-3.808, 2.780, -0.328], [-3.123, 2.987, -0.834], [-3.426, 3.059, 0.793], [-4.778, 3.200, -0.407], [-4.139, 0.963, -1.080], [-0.175, -2.114, 0.975], [1.387, -1.325, 1.067], [2.064, -2.002, 1.462], [1.297, -0.603, 2.111], [1.689, -0.403, 0.115], [1.091, -0.361, -1.320], [2.866, 0.425, 0.064], [3.698, 0.328, 1.191], [3.402, 0.042, 1.984], [5.025, 0.094, 0.867], [5.583, 0.974, -0.336], [4.551, 1.017, -1.598], [3.112, 1.233, -1.166], [2.426, 1.159, -1.801], [3.096, 2.173, -0.723], [4.777, 1.513, -2.358], [4.573, 0.089, -1.899], [6.567, 0.717, -0.923], [5.610, 2.071, 0.194], [5.768, 0.284, 1.618], [4.997, -0.788, 0.539], [3.763, 1.478, 1.697], [-2.866, -2.495, -0.039], [-3.975, -1.416, -0.892], [-2.428, -2.608, -2.636], [-2.054, 0.607, -2.416], [-3.187, -0.266, -3.154], [-1.644, -0.480, -3.786]], "forces_ev_per_a": [[3.0, -2.6, -3.2], [-3.9, -3.0, -0.1], [-0.1, -0.7, 0.3], [-5.3, -6.9, -3.6], [3.9, 13.4, 10.3], [-2.4, 2.3, -0.4], [-2.1, 1.0, -3.5], [-0.3, -2.2, 1.3], [7.0, -4.3, 1.9], [-5.3, 4.3, -2.3], [4.0, -10.4, -7.4], [2.4, 2.6, 7.8], [-0.5, 4.3, 0.8], [-4.7, 1.7, -2.2], [-7.8, -3.7, 12.9], [10.0, 3.6, -8.6], [-0.9, 0.3, -2.6], [-0.6, 0.5, -0.8], [-1.0, -1.3, -0.1], [0.8, -3.7, -0.3], [-2.5, 1.7, 6.6], [1.8, -1.4, -0.1], [0.1, -1.7, -2.5], [2.8, 5.1, -13.6], [1.6, -0.9, 8.0], [-5.6, -4.5, 0.4], [2.0, 11.6, -6.6], [-4.6, -5.5, 9.5], [5.1, 5.1, -1.4], [-1.1, 3.0, -1.1], [-1.8, -1.4, 9.2], [6.7, 0.4, 7.0], [-5.5, -1.2, -5.2], [-0.3, 2.5, 0.4], [2.3, 5.1, -6.0], [0.2, -5.3, -1.8], [-1.5, 0.2, 2.2], [0.4, -2.3, -1.7], [0.0, -0.5, 0.9], [1.0, -7.8, -2.4], [-0.3, -1.6, -1.3], [0.4, -0.5, -2.3], [3.0, -0.2, -0.5], [2.2, 2.7, 0.6], [1.2, 1.7, 1.4], [-3.5, -0.3, -0.9], [-0.6, 1.0, 1.2]], "lowdin_charge": [-0.1153, -0.1930, 0.0663, -0.3295, -0.0657, -0.6911, 0.0539, 0.1127, -0.2523, -0.3879, 0.0420, -0.0224, 0.1942, 0.0014, -0.0026, -0.0555, 0.1415, 0.0781, 0.1247, 1.0431, -0.4578, 0.0753, 0.1834, -0.2185, -0.1925, -0.0046, -0.2355, 0.0124, -0.2057, -0.0913, -0.1125, -0.0716, 0.0312, 0.1146, 0.0345, 0.0619, 0.1332, 0.1424, 0.1261, 0.0505, 0.1972, 0.1455, 0.1803, 0.1709, 0.0477, 0.0273, 0.1131]}

---

# 3
{"formula": "C2H7NO3", "method": "wB97M-V/def2-TZVPD", "charge": 0, "orbital_gap_ev": 10.1, "smiles": "NCC(=O)O.O", "relative_energy_kj_mol": 100.4, "energy_ha": -360.87542, "symbols": ["N", "C", "C", "O", "O", "H", "H", "H", "H", "H", "O", "H", "H"], "xyz": [[-0.483, -2.213, 0.369], [-1.210, -0.951, 0.265], [-0.348, 0.039, -0.500], [0.565, -0.256, -1.217], [-1.005, 1.237, -0.528], [-0.489, -2.732, -0.523], [0.499, -2.164, 0.620], [-1.453, -0.578, 1.269], [-2.171, -1.130, -0.251], [-0.843, 1.600, -1.414], [2.056, 1.940, 1.238], [2.823, 1.368, 1.287], [1.224, 1.580, 1.536]], "forces_ev_per_a": [[-0.7, -1.3, -0.5], [1.6, -1.0, 0.7], [-2.0, 0.0, -1.2], [0.1, 0.4, 0.5], [0.4, 0.0, -0.5], [-0.1, 0.6, 0.7], [-0.3, 0.6, 0.1], [0.0, 0.1, -0.2], [0.6, 0.3, 0.1], [0.3, 0.4, 0.4], [0.2, 1.3, -0.5], [-0.5, -0.6, 0.3], [0.3, -0.7, 0.2]], "lowdin_charge": [-0.0170, -0.1832, -0.5318, 0.1164, 0.0768, 0.0818, 0.0685, 0.1190, 0.1360, 0.1277, -0.0480, 0.0363, 0.0176]}